{"formula": "C2H14NO4", "method": "wB97M-V/def2-TZVPD", "homo_energy_ev": -14.46, "mol_weight_g_mol": 116.14, "lumo_ha": -0.112, "total_charge": 1, "homo_lumo_gap_ev": 11.4, "species": ["C", "C", "N", "H", "H", "H", "H", "H", "H", "H", "H", "O", "H", "H", "O", "H", "H", "O", "H", "H", "O"], "positions_angstrom": [[-0.17, 1.33, 0.89], [-1.29, 1.69, 1.46], [-0.05, 0.14, 0.07], [0.75, 1.85, 1.08], [-1.47, 2.58, 2.04], [-2.21, 1.16, 1.21], [0.88, -0.27, 0.04], [-0.60, -0.63, 0.47], [-0.55, 0.25, -0.85], [1.43, 1.26, -3.02], [2.39, 2.01, -2.18], [1.66, 1.38, -2.09], [1.59, -2.42, 0.58], [2.39, -1.64, 1.63], [1.96, -1.54, 0.77], [-1.39, 0.35, -3.03], [-1.16, -1.27, -2.56], [-0.99, -0.33, -2.48], [-1.13, -2.73, 1.76], [-1.35, -1.26, 2.22], [-0.67, -1.92, 2.00]], "mulliken_charge": [-0.024, -0.752, -0.077, 0.312, 0.287, 0.241, 0.385, 0.265, 0.463, 0.293, 0.303, -0.577, 0.300, 0.321, -0.681, 0.312, 0.282, -0.654, 0.331, 0.312, -0.641]}

=====

{"formula": "C34H46N2O24S3", "method": "wB97M-V/def2-TZVPD", "homo_energy_ev": -9.89, "smiles": "O=[N+]([O-])c1ccccc1.O=[N+]([O-])c1ccccc1.O=S1(=O)OCCO1.O=S1(=O)OCCO1.O=S1(=O)OCCO1.O=C1CCCO1.O=C1CCCO1.O=C1CCCO1.O=C1CCCO1", "mol_weight_g_mol": 962.93, "lumo_ha": -0.028, "homo_lumo_gap_ev": 9.1, "species": ["O", "N", "O", "C", "C", "C", "C", "C", "C", "H", "H", "H", "H", "H", "O", "N", "O", "C", "C", "C", "C", "C", "C", "H", "H", "H", "H", "H", "O", "S", "O", "O", "C", "C", "O", "H", "H", "H", "H", "O", "S", "O", "O", "C", "C", "O", "H", "H", "H", "H", "O", "S", "O", "O", "C", "C", "O", "H", "H", "H", "H", "O", "C", "C", "C", "C", "O", "H", "H", "H", "H", "H", "H", "O", "C", "C", "C", "C", "O", "H", "H", "H", "H", "H", "H", "O", "C", "C", "C", "C", "O", "H", "H", "H", "H", "H", "H", "O", "C", "C", "C", "C", "O", "H", "H", "H", "H", "H", "H"], "positions_angstrom": [[-2.54, -2.37, 1.71], [-2.64, -1.80, 2.79], [-3.30, -0.79, 2.99], [-1.85, -2.33, 3.90], [-0.78, -3.15, 3.63], [-0.07, -3.74, 4.67], [-0.40, -3.41, 5.97], [-1.37, -2.43, 6.23], [-2.16, -1.94, 5.21], [-0.47, -3.31, 2.61], [0.68, -4.49, 4.48], [0.17, -3.84, 6.78], [-1.55, -2.14, 7.26], [-2.88, -1.16, 5.42], [0.05, 3.49, -1.04], [-0.70, 2.55, -0.88], [-1.89, 2.62, -0.97], [-0.11, 1.29, -0.40], [1.12, 1.26, 0.24], [1.59, 0.07, 0.75], [0.85, -1.08, 0.59], [-0.32, -1.07, -0.16], [-0.84, 0.13, -0.67], [1.68, 2.18, 0.13], [2.49, 0.11, 1.35], [1.20, -2.01, 1.03], [-0.88, -1.99, -0.17], [-1.77, 0.02, -1.19], [3.58, -1.35, 3.61], [4.15, -2.51, 3.02], [3.52, -3.80, 3.23], [4.46, -2.31, 1.44], [5.57, -3.10, 1.04], [6.44, -3.16, 2.29], [5.70, -2.62, 3.40], [5.19, -4.07, 0.70], [5.99, -2.65, 0.14], [7.35, -2.59, 2.12], [6.67, -4.18, 2.58], [-3.70, 7.93, -5.08], [-2.81, 7.68, -3.99], [-2.29, 8.77, -3.22], [-3.33, 6.46, -3.01], [-2.44, 5.32, -3.16], [-1.15, 5.77, -3.80], [-1.53, 6.86, -4.61], [-2.35, 4.91, -2.16], [-3.01, 4.68, -3.84], [-0.76, 4.89, -4.32], [-0.31, 5.99, -3.14], [-1.83, -3.96, -1.87], [-2.24, -3.00, -2.83], [-2.93, -1.83, -2.38], [-1.00, -2.57, -3.76], [-1.44, -2.26, -5.06], [-2.85, -2.85, -5.22], [-3.04, -3.66, -4.06], [-1.39, -1.20, -5.34], [-0.67, -2.64, -5.74], [-3.01, -3.43, -6.12], [-3.59, -2.06, -5.16], [-4.99, 2.24, 4.27], [-3.90, 2.22, 3.78], [-2.51, 2.07, 4.37], [-1.56, 1.95, 3.20], [-2.44, 2.23, 1.98], [-3.81, 2.31, 2.43], [-2.30, 2.85, 5.09], [-2.56, 1.10, 4.86], [-0.67, 2.58, 3.29], [-1.13, 0.96, 3.05], [-2.24, 3.17, 1.48], [-2.36, 1.40, 1.28], [3.01, 5.29, -1.80], [2.92, 5.10, -0.64], [1.93, 5.65, 0.38], [2.11, 4.75, 1.61], [3.43, 4.02, 1.33], [3.73, 4.14, -0.05], [2.03, 6.71, 0.59], [0.93, 5.58, -0.04], [2.22, 5.29, 2.54], [1.32, 4.00, 1.70], [4.15, 4.50, 2.00], [3.52, 2.98, 1.64], [-0.96, 2.47, -4.89], [0.03, 1.82, -4.71], [1.45, 2.10, -5.16], [2.22, 1.44, -4.02], [1.30, 0.28, -3.61], [-0.01, 0.71, -3.92], [1.73, 1.71, -6.14], [1.55, 3.19, -5.19], [3.23, 1.08, -4.17], [2.28, 2.20, -3.23], [1.51, -0.65, -4.13], [1.52, 0.19, -2.54], [-3.33, -7.17, 1.13], [-2.23, -6.79, 0.87], [-1.07, -7.59, 0.32], [-0.26, -6.40, -0.25], [-0.44, -5.35, 0.84], [-1.78, -5.58, 1.27], [-0.56, -8.02, 1.18], [-1.34, -8.31, -0.44], [0.78, -6.67, -0.43], [-0.69, -6.09, -1.20], [0.33, -5.51, 1.61], [-0.30, -4.31, 0.53]], "mulliken_charge": [-0.576, 1.079, -0.616, 0.090, 0.662, -0.818, -0.532, -0.733, -0.473, 0.132, 0.410, 0.386, 0.407, 0.561, -0.586, 1.496, -0.574, -0.372, -0.530, -0.262, -0.617, 0.211, -0.767, 0.177, 0.438, 0.467, 0.121, 0.597, -0.538, 1.195, -0.547, -0.230, -0.301, -0.357, -0.336, 0.246, 0.295, 0.282, 0.293, -0.537, 1.092, -0.540, -0.364, -0.075, 0.170, -0.387, 0.087, 0.262, -0.027, 0.300, -0.383, 0.979, -0.556, -0.264, -0.071, -0.437, -0.375, 0.018, 0.378, 0.319, 0.298, -0.631, 0.503, -0.112, -0.228, 0.355, -0.425, 0.369, -0.151, 0.359, -0.013, 0.188, -0.170, -0.570, 0.633, -0.387, 0.173, -0.533, -0.385, 0.433, 0.026, 0.476, -0.352, 0.283, 0.315, -0.643, 0.565, -0.659, -0.397, 0.060, -0.106, 0.268, 0.331, 0.515, -0.060, 0.355, -0.126, -0.605, 0.394, -0.439, -0.547, 0.473, -0.209, 0.256, 0.345, 0.447, 0.128, 0.241, -0.406]}

=====

{"formula": "C50H54AsBiFNPSe2Te2", "method": "wB97M-V/def2-TZVPD", "homo_energy_ev": -3.89, "mol_weight_g_mol": 1415.98, "lumo_ha": 0.083, "total_charge": -1, "homo_lumo_gap_ev": 6.2, "species": ["Bi", "C", "C", "C", "C", "C", "C", "C", "C", "C", "C", "C", "C", "N", "C", "C", "C", "C", "C", "C", "F", "H", "H", "H", "H", "H", "H", "H", "H", "H", "H", "H", "H", "H", "H", "H", "H", "H", "H", "H", "H", "H", "Se", "Te", "Te", "Se", "C", "C", "C", "C", "C", "C", "H", "H", "H", "H", "H", "H", "H", "H", "H", "C", "C", "As", "C", "C", "C", "C", "C", "C", "C", "C", "C", "C", "C", "C", "P", "C", "C", "C", "C", "C", "C", "C", "C", "C", "C", "C", "C", "H", "H", "H", "H", "H", "H", "H", "H", "H", "H", "H", "H", "H", "H", "H", "H", "H", "H", "H", "H", "H", "H", "H", "H"], "positions_angstrom": [[0.35, -0.57, 1.00], [1.83, 4.55, 1.96], [2.06, 3.06, 2.27], [3.55, 2.88, 2.62], [1.14, 2.56, 3.37], [1.48, 2.80, 4.70], [0.68, 2.35, 5.74], [-0.48, 1.66, 5.45], [-0.87, 1.39, 4.13], [-2.20, 0.66, 3.97], [-2.10, -0.74, 3.37], [-3.27, 1.47, 3.22], [-0.05, 1.85, 3.09], [-0.36, 1.54, 1.73], [-1.06, 2.49, 1.02], [-1.50, 3.72, 1.55], [-2.20, 4.65, 0.79], [-2.52, 4.39, -0.53], [-2.15, 3.17, -1.07], [-1.46, 2.27, -0.30], [-1.19, 1.05, -0.83], [2.57, 4.89, 1.22], [1.96, 5.15, 2.87], [0.84, 4.74, 1.55], [1.85, 2.48, 1.37], [3.86, 3.58, 3.39], [4.16, 3.08, 1.73], [3.76, 1.87, 2.96], [2.39, 3.34, 4.93], [0.97, 2.53, 6.77], [-1.10, 1.30, 6.26], [-2.57, 0.54, 4.99], [-2.11, -0.72, 2.27], [-2.97, -1.34, 3.67], [-1.21, -1.28, 3.70], [-3.05, 1.54, 2.16], [-3.35, 2.48, 3.62], [-4.24, 0.98, 3.33], [-1.28, 3.94, 2.59], [-2.51, 5.58, 1.25], [-3.06, 5.12, -1.13], [-2.42, 2.88, -2.09], [2.51, -0.59, 2.45], [1.72, -2.04, 4.34], [1.86, -4.35, 2.97], [0.45, -3.76, 1.02], [4.70, 0.76, -2.19], [3.36, 0.26, -2.73], [2.81, 1.26, -3.75], [3.54, -1.11, -3.40], [2.42, 0.12, -1.61], [1.68, 0.01, -0.66], [5.43, 0.85, -2.99], [5.09, 0.06, -1.44], [4.58, 1.73, -1.71], [3.53, 1.42, -4.56], [2.60, 2.22, -3.28], [1.88, 0.89, -4.19], [4.24, -1.03, -4.23], [2.59, -1.49, -3.77], [3.93, -1.84, -2.68], [-1.06, -3.27, -3.06], [-2.28, -3.84, -3.78], [-1.85, -5.54, -4.68], [-1.41, -6.54, -3.06], [-2.33, -6.71, -2.02], [-1.94, -7.34, -0.84], [-0.63, -7.79, -0.69], [0.28, -7.63, -1.72], [-0.11, -7.00, -2.90], [-3.69, -6.15, -4.93], [-4.03, -7.49, -4.75], [-5.33, -7.93, -4.95], [-6.32, -7.03, -5.34], [-5.99, -5.70, -5.54], [-4.68, -5.27, -5.34], [-1.36, -1.80, -1.95], [-2.19, -0.70, -3.17], [-3.56, -0.66, -3.45], [-4.06, 0.23, -4.40], [-3.20, 1.09, -5.08], [-1.84, 1.04, -4.82], [-1.34, 0.15, -3.88], [-2.74, -2.36, -0.89], [-3.65, -1.44, -0.36], [-4.63, -1.83, 0.52], [-4.72, -3.16, 0.92], [-3.80, -4.08, 0.44], [-2.81, -3.68, -0.44], [-0.31, -2.93, -3.78], [-0.58, -4.02, -2.43], [-2.63, -3.14, -4.53], [-3.10, -4.03, -3.09], [-3.34, -6.35, -2.12], [-2.65, -7.45, -0.03], [-0.33, -8.26, 0.24], [1.30, -7.97, -1.60], [0.60, -6.86, -3.70], [-3.27, -8.20, -4.43], [-5.58, -8.97, -4.79], [-7.33, -7.37, -5.49], [-6.74, -4.99, -5.85], [-4.44, -4.22, -5.50], [-4.24, -1.32, -2.94], [-5.12, 0.26, -4.59], [-3.60, 1.79, -5.80], [-1.16, 1.70, -5.35], [-0.28, 0.14, -3.65], [-3.57, -0.39, -0.64], [-5.33, -1.10, 0.92], [-5.49, -3.47, 1.61], [-3.82, -5.11, 0.78], [-2.07, -4.40, -0.76]], "mulliken_charge": [1.138, -1.515, 1.661, -1.780, 0.789, -0.500, -1.506, -1.215, 0.764, 0.544, -0.368, -1.490, -0.633, 1.239, -0.283, -0.778, -0.960, -0.605, -0.841, 0.302, 0.802, 0.450, 0.298, 0.325, -0.087, 0.388, 0.384, 0.343, 0.282, 0.369, 0.360, 0.715, -0.428, 0.530, -0.138, 0.087, 0.306, 0.513, 0.574, 0.388, 0.414, 0.428, -0.408, -0.246, -0.192, -0.347, -1.791, 2.074, -1.545, -1.514, 0.118, -1.166, 0.423, 0.378, 0.325, 0.451, 0.356, 0.290, 0.406, 0.197, 0.384, -1.189, -0.886, 0.245, 0.103, 0.030, -0.512, -0.501, -0.529, -0.491, 0.178, -0.277, -0.568, -0.426, -0.562, -0.293, -0.018, 0.400, -0.196, -0.678, -0.627, -0.263, -0.654, 0.553, -0.407, -0.810, -0.798, -0.776, -0.630, 0.674, 0.444, 0.695, 0.476, 0.455, 0.308, 0.418, 0.392, 0.328, 0.405, 0.371, 0.360, 0.381, 0.320, 0.469, 0.420, 0.372, 0.415, 0.047, 0.458, 0.419, 0.375, 0.408, 0.718]}

=====

Which formula does entry 3 have? C50H54AsBiFNPSe2Te2